No. 1
{
  "formula": "C35H37FP2Ti",
  "method": "ωB97M-V with the def2-TZVPD basis set",
  "symbols": ["Ti", "C", "C", "C", "C", "C", "C", "C", "C", "C", "H", "H", "H", "H", "H", "H", "H", "H", "H", "H", "H", "H", "H", "H", "H", "P", "P", "C", "C", "C", "C", "C", "C", "C", "C", "C", "C", "C", "C", "C", "C", "C", "C", "C", "C", "C", "C", "C", "C", "C", "C", "C", "C", "H", "H", "H", "H", "H", "H", "H", "H", "H", "H", "H", "H", "H", "H", "H", "H", "H", "H", "H", "H", "H", "H", "F"],
  "xyz": [[-1.25783, 1.68915, 1.00544], [-4.09898, 0.00881, 4.85956], [-3.09472, -0.61765, 4.23688], [-2.95982, -1.91684, 3.50794], [-3.40090, -1.95797, 2.00253], [-4.55161, -1.05398, 1.65996], [-5.48952, -0.69487, 2.51721], [-5.78672, -1.49769, 3.79469], [-5.41979, -0.70677, 5.05827], [-0.64632, 3.71932, 0.99428], [-4.02380, 0.97399, 5.38099], [-2.17572, -0.05993, 4.15978], [-3.36096, -2.78676, 4.03164], [-1.89372, -2.15345, 3.50128], [-2.51838, -1.70013, 1.39344], [-3.58194, -3.00861, 1.69915], [-4.48752, -0.64636, 0.64542], [-6.32200, -0.02995, 2.24487], [-5.29076, -2.46786, 3.80065], [-6.85974, -1.72567, 3.82978], [-6.25845, -0.02764, 5.25409], [-5.31605, -1.38632, 5.92540], [-1.41600, 4.27323, 1.56991], [-0.67260, 4.09973, -0.04053], [0.31739, 3.93506, 1.44193], [2.76159, 0.42001, 0.00852], [0.96364, 0.74111, -2.67078], [2.18210, -1.03711, -0.89681], [1.47170, -0.87813, -2.04543], [4.62260, 0.23427, 0.12743], [5.25026, -0.99732, -0.08630], [6.64411, -1.12391, -0.04986], [7.45618, -0.00891, 0.16629], [6.84978, 1.23715, 0.30024], [5.45878, 1.36292, 0.29571], [1.99258, -0.07615, 1.59790], [0.57091, 0.14149, 1.65268], [-0.10676, 0.00469, 2.86170], [0.59440, -0.47468, 3.98813], [1.97495, -0.67893, 3.93660], [2.68924, -0.44506, 2.75450], [1.74129, 0.58399, -4.38062], [3.14114, 0.59102, -4.50539], [3.75315, 0.68148, -5.75633], [2.99164, 0.73131, -6.92367], [1.60856, 0.60241, -6.82641], [1.00835, 0.50916, -5.56977], [-0.81865, 0.49852, -3.12627], [-1.65068, 1.62196, -3.30596], [-3.02044, 1.45731, -3.50774], [-3.57354, 0.16968, -3.51916], [-2.74926, -0.94550, -3.38548], [-1.37349, -0.78238, -3.21086], [2.30871, -2.02273, -0.41495], [1.19926, -1.73321, -2.68546], [4.62317, -1.86595, -0.29194], [7.12471, -2.09034, -0.18647], [8.54553, -0.11248, 0.23675], [7.48293, 2.11664, 0.41408], [5.01854, 2.34924, 0.41833], [-0.02058, 0.15301, 0.64455], [-1.18653, 0.26057, 2.85417], [0.03997, -0.65211, 4.90706], [2.50749, -0.98825, 4.83934], [3.77680, -0.55968, 2.74829], [3.75436, 0.55156, -3.61415], [4.84065, 0.71690, -5.83283], [3.46719, 0.87028, -7.89584], [0.99797, 0.58863, -7.72616], [-0.06212, 0.40121, -5.53370], [-1.22346, 2.62912, -3.25767], [-3.66551, 2.32719, -3.64904], [-4.65155, 0.04001, -3.62086], [-3.16554, -1.95415, -3.40475], [-0.74286, -1.66075, -3.10358], [-2.83683, 2.23402, 1.75739]],
  "forces_ev_per_angstrom": [[-1.42, 2.62, 1.52], [-0.55, -1.07, 0.68], [0.20, 1.25, 0.00], [0.21, -1.02, -0.28], [0.15, -0.35, 0.41], [0.79, 0.31, -0.61], [-1.81, -1.28, 0.25], [-0.01, 0.26, -0.08], [-0.06, 0.01, -0.14], [-0.69, 0.00, 0.02], [0.48, -0.39, -0.54], [0.04, 0.38, 0.51], [-0.31, 0.33, 0.11], [0.18, 0.02, 0.00], [-0.13, 0.26, -0.07], [-0.08, 0.39, 0.28], [-0.30, 0.20, 0.30], [0.68, 0.00, -0.11], [-0.07, 0.17, -0.23], [0.19, 0.12, -0.16], [0.44, 0.12, 0.24], [-0.23, 0.31, -0.29], [0.24, -0.61, -0.26], [0.04, -0.46, 0.03], [0.41, -0.44, 0.02], [0.98, -0.25, 0.32], [-0.01, -0.16, -2.11], [-1.07, -0.11, -1.10], [0.59, -0.77, 1.05], [0.10, 0.27, -0.07], [-0.08, -0.37, -0.04], [-0.01, 0.06, 0.07], [-0.36, -0.13, 0.00], [-0.07, 0.11, 0.13], [-0.37, -0.09, 0.00], [0.03, 0.70, -0.29], [0.28, 0.22, -0.50], [0.12, -0.42, -0.27], [-0.87, 0.70, -0.15], [-0.14, 0.13, -0.23], [-0.53, 0.26, -0.03], [0.34, 0.10, 0.12], [-0.01, 0.30, -0.08], [0.13, -0.13, 0.13], [-0.13, 0.01, 0.17], [0.16, -0.07, 0.28], [-0.31, 0.35, -0.11], [-0.03, -0.04, 0.56], [0.16, -0.02, 0.38], [-0.05, -0.20, -0.02], [0.05, 0.12, 0.03], [0.10, 0.00, -0.03], [-0.23, 0.05, 0.19], [0.25, 0.38, -0.64], [0.17, 0.22, 0.57], [0.38, 0.05, 0.09], [-0.30, 0.10, 0.00], [-0.53, 0.05, -0.16], [-0.31, -0.13, 0.04], [0.05, -0.10, -0.03], [1.16, -0.38, 0.82], [0.29, -0.63, 0.60], [0.14, 0.14, -0.12], [-0.24, -0.04, -0.33], [-0.40, 0.06, -0.19], [0.14, 0.12, 0.04], [-0.30, 0.00, 0.14], [-0.11, -0.13, 0.32], [0.06, -0.04, 0.23], [-0.26, 0.12, 0.02], [-0.12, -0.31, -0.09], [0.24, -0.27, 0.05], [0.31, 0.05, -0.06], [0.06, 0.33, -0.04], [-0.24, 0.13, -0.06], [2.42, -1.48, -1.20]],
  "mulliken_charge": [0.69, -0.86, 0.13, -1.00, -0.36, -0.42, -0.59, -0.76, -0.69, -0.90, 0.43, 0.61, 0.57, 0.32, 0.09, 0.33, 0.58, 0.43, 0.31, 0.46, 0.42, 0.30, 0.35, 0.39, 0.37, 0.26, 0.51, -0.36, -0.90, 0.55, -0.20, -0.66, -0.47, -0.57, -0.45, 0.56, 1.51, -0.86, -0.88, -0.87, -0.47, 0.39, -0.30, -0.75, -0.41, -0.75, -0.26, 0.53, -0.51, -0.64, -0.50, -0.81, -0.07, 0.65, 0.74, 0.36, 0.40, 0.40, 0.39, 0.38, 0.18, -0.18, 0.54, 0.41, 0.51, 0.36, 0.38, 0.40, 0.40, 0.30, 0.47, 0.44, 0.43, 0.43, 0.28, -0.49],
  "multiplicity": 1,
  "total_charge": 2,
  "homo_ev": [-13.383, -13.209],
  "orbital_gap_ev": [3.38, 3.15]
}

No. 2
{
  "formula": "C34H34N2O4P2ReTe",
  "method": "ωB97M-V with the def2-TZVPD basis set",
  "symbols": ["Re", "O", "C", "O", "C", "C", "C", "C", "C", "N", "C", "O", "O", "H", "H", "H", "C", "P", "C", "C", "C", "C", "C", "C", "C", "P", "C", "C", "H", "H", "H", "H", "H", "H", "H", "H", "H", "H", "H", "H", "H", "H", "H", "H", "Te", "C", "C", "C", "C", "C", "C", "C", "C", "C", "C", "C", "C", "H", "H", "H", "H", "H", "H", "H", "H", "H", "H", "C", "C", "C", "N", "C", "C", "H", "H", "H", "H", "H"],
  "xyz": [[-0.12683, 0.16974, -0.39773], [-4.05872, -1.33752, -1.17130], [-3.28395, -0.42594, -1.00732], [-2.35794, -0.02987, -1.80019], [-3.27365, 0.39113, 0.28927], [-4.39433, 0.78599, 1.00219], [-4.22086, 1.62868, 2.09242], [-2.94100, 2.02599, 2.45431], [-1.87593, 1.56317, 1.69786], [-2.04994, 0.76462, 0.64730], [-0.42985, 1.96960, 1.97295], [-0.15694, 2.66749, 2.91884], [0.41028, 1.50717, 1.11218], [-5.36748, 0.43614, 0.69851], [-5.07712, 1.97696, 2.64654], [-2.75202, 2.67987, 3.29223], [-1.42606, -2.72354, -2.44206], [-0.34496, -1.25918, -2.42549], [-0.68335, -0.45106, -4.01843], [1.36199, -1.91485, -2.74727], [1.60556, -2.84800, -3.74992], [2.88844, -3.31179, -3.99717], [3.95518, -2.85838, -3.23692], [3.73545, -1.92584, -2.23905], [2.45034, -1.45359, -1.99813], [2.20787, -0.18643, -0.72554], [3.08068, -0.69736, 0.78382], [3.12090, 1.28558, -1.26500], [-1.16410, -3.34221, -3.29893], [-2.46003, -2.39049, -2.53479], [-1.33162, -3.31015, -1.52979], [-0.50932, -1.17521, -4.81416], [-0.02254, 0.40199, -4.16364], [-1.72302, -0.13061, -4.04200], [0.79103, -3.21860, -4.35345], [3.05195, -4.04162, -4.77497], [4.95290, -3.22107, -3.42518], [4.55936, -1.56677, -1.63980], [4.15899, -0.63924, 0.63748], [2.80828, -1.70890, 1.07864], [2.78965, 0.00319, 1.56831], [4.18328, 1.05179, -1.33376], [2.95967, 2.07095, -0.52466], [2.75414, 1.61315, -2.23629], [-1.01620, 2.43222, -1.59799], [0.13928, 4.05550, -0.82442], [1.39817, 4.42951, -1.27826], [2.03757, 5.51538, -0.70970], [1.42523, 6.23333, 0.30686], [0.16743, 5.86408, 0.75863], [-0.47499, 4.77558, 0.19877], [-0.79279, 2.96898, -3.65273], [0.40734, 3.11477, -4.33547], [0.40587, 3.69877, -5.59124], [-0.78328, 4.12298, -6.16521], [-1.98350, 3.94588, -5.49637], [-1.99035, 3.36719, -4.23931], [1.87726, 3.89272, -2.08177], [3.01406, 5.80391, -1.06675], [1.92588, 7.08448, 0.73960], [-0.31449, 6.42777, 1.54142], [-1.46971, 4.49803, 0.53417], [1.33935, 2.77734, -3.90207], [1.33739, 3.83331, -6.12033], [-0.77492, 4.58725, -7.13870], [-2.91221, 4.26654, -5.94403], [-2.92221, 3.23625, -3.70422], [-0.23063, -3.97377, 2.48540], [-0.59861, -2.72272, 2.95743], [-0.48002, -1.62410, 2.12358], [-0.05171, -1.72178, 0.86345], [0.33208, -2.92170, 0.41713], [0.26349, -4.06425, 1.19180], [-0.31116, -4.84884, 3.11124], [-0.96140, -2.58290, 3.96287], [-0.71870, -0.63804, 2.50245], [0.72251, -2.97097, -0.59110], [0.60140, -5.00345, 0.78616]],
  "forces_ev_per_angstrom": [[-4.55, 0.17, 0.14], [0.05, 0.36, -0.25], [-1.21, -0.47, 2.03], [2.61, -0.01, -0.18], [-0.30, -0.49, -0.61], [0.31, -0.03, 0.02], [0.04, -0.11, -0.10], [0.18, -0.10, -0.22], [0.18, 0.36, 0.46], [1.19, 0.07, 0.52], [-1.46, 0.97, 1.93], [-0.08, -0.43, -0.62], [1.58, -2.03, -2.20], [-0.09, -0.02, -0.10], [-0.11, 0.03, 0.10], [0.07, 0.04, 0.02], [-0.09, 0.18, 0.34], [1.53, -0.37, -1.08], [-0.14, 0.06, 0.18], [-0.15, 0.07, 0.17], [-0.04, 0.02, -0.01], [-0.06, -0.04, 0.05], [-0.01, 0.06, -0.01], [-0.03, 0.05, 0.05], [-0.35, 0.10, 0.09], [0.65, 0.44, -0.14], [-0.22, 0.05, -0.05], [-0.09, -0.21, 0.12], [0.09, 0.03, -0.01], [0.07, -0.04, 0.00], [-0.03, -0.02, -0.07], [0.04, -0.05, 0.03], [-0.01, -0.03, -0.01], [0.09, 0.04, -0.06], [-0.08, -0.08, -0.10], [0.02, -0.04, -0.09], [0.10, -0.06, -0.01], [0.15, 0.00, 0.00], [-0.02, 0.01, -0.04], [-0.02, 0.01, 0.00], [0.07, -0.01, 0.06], [0.03, 0.05, -0.02], [0.03, 0.04, -0.03], [-0.01, -0.01, 0.00], [0.49, 1.54, -0.66], [-0.16, -0.13, 0.15], [-0.18, -0.29, -0.10], [0.01, 0.07, 0.05], [-0.08, -0.05, 0.01], [0.18, 0.12, 0.03], [-0.21, -0.33, -0.27], [-0.10, -0.16, 0.21], [0.05, -0.14, 0.19], [0.04, -0.02, -0.03], [-0.06, -0.03, 0.00], [0.05, 0.01, -0.10], [-0.01, -0.12, 0.32], [0.06, -0.02, -0.07], [0.09, 0.05, -0.04], [0.05, 0.09, 0.06], [-0.05, 0.05, 0.09], [0.05, 0.07, 0.04], [0.05, 0.03, 0.01], [0.07, -0.01, -0.04], [0.01, 0.05, -0.10], [-0.05, 0.01, -0.03], [-0.06, 0.06, -0.04], [0.00, 0.23, -0.11], [0.10, 0.06, -0.08], [-0.19, -0.16, 0.63], [-0.16, 1.03, -0.45], [0.17, -0.45, -0.09], [-0.01, 0.15, 0.03], [0.00, -0.07, 0.06], [-0.03, 0.00, 0.09], [-0.06, -0.07, -0.12], [0.00, 0.00, 0.10], [0.00, -0.10, -0.08]],
  "lowdin_spin": [0.94, -0.01, 0.00, -0.03, 0.00, 0.00, 0.00, 0.00, 0.00, -0.01, 0.00, 0.03, 0.06, 0.00, 0.00, 0.00, 0.01, 0.01, 0.00, 0.00, 0.00, 0.00, 0.00, 0.00, 0.00, -0.01, 0.00, 0.00, 0.00, 0.00, 0.00, 0.00, 0.00, 0.00, 0.00, 0.00, 0.00, 0.00, 0.00, 0.00, 0.00, 0.00, 0.00, 0.00, -0.01, 0.01, 0.00, 0.00, 0.00, 0.00, 0.00, 0.00, 0.00, 0.00, 0.00, 0.00, 0.00, 0.00, 0.00, 0.00, 0.00, 0.00, 0.00, 0.00, 0.00, 0.00, 0.00, 0.01, 0.00, 0.01, 0.01, 0.01, 0.00, 0.00, 0.00, 0.00, 0.00, 0.00],
  "multiplicity": 2,
  "total_charge": 2,
  "homo_ev": [-14.045, -14.036],
  "s2": 0.775,
  "orbital_gap_ev": [5.74, 6.22]
}

No. 3
{
  "formula": "C5H15InN4O3",
  "method": "ωB97M-V with the def2-TZVPD basis set",
  "symbols": ["In", "C", "C", "C", "O", "H", "H", "H", "H", "H", "H", "H", "C", "O", "N", "N", "H", "H", "H", "H", "C", "O", "N", "N", "H", "H", "H", "H"],
  "xyz": [[-13.42224, -25.81452, -36.10081], [-18.40524, -24.69435, -34.65951], [-17.05427, -24.35853, -34.09811], [-17.09219, -24.57913, -32.51458], [-15.96577, -25.00525, -34.74065], [-18.47166, -25.74852, -34.92858], [-18.45163, -24.08134, -35.55960], [-19.17843, -24.36370, -33.96600], [-17.04449, -23.31056, -34.39774], [-17.84574, -23.98274, -32.00021], [-16.12327, -24.35454, -32.06865], [-17.23295, -25.61059, -32.19149], [-15.28725, -22.65793, -37.70235], [-14.81713, -23.78703, -37.73515], [-15.09286, -21.74798, -38.62519], [-16.18855, -22.30712, -36.86876], [-15.68422, -20.97570, -38.35318], [-14.80090, -21.97706, -39.56454], [-16.47610, -23.07106, -36.27394], [-16.80284, -21.51064, -36.96021], [-9.63214, -25.42914, -34.79007], [-10.81223, -25.54083, -35.00605], [-8.64369, -25.11895, -35.61354], [-9.11575, -25.70348, -33.63375], [-7.68798, -25.10454, -35.28717], [-8.83851, -25.27904, -36.59156], [-9.79682, -25.93271, -32.92403], [-8.24984, -25.20113, -33.49974]],
  "forces_ev_per_angstrom": [[0.00, 0.42, -0.11], [-0.18, -0.38, -1.53], [0.99, -0.91, 2.63], [1.15, 0.18, -0.81], [-1.58, 0.84, 0.57], [-0.35, 0.06, 0.19], [-0.75, -0.42, -0.34], [0.09, -0.23, -0.09], [0.95, 0.48, 0.63], [-0.02, 0.16, -0.35], [0.08, 0.42, -0.12], [-0.38, -0.23, -0.64], [1.31, -2.40, -2.89], [1.33, -1.45, 0.57], [0.58, 2.17, -1.08], [-3.47, 0.32, 4.73], [0.60, 0.66, -1.70], [-0.04, 0.28, 0.33], [-0.10, 0.37, 0.13], [0.20, -0.30, 0.04], [0.67, -0.43, -0.27], [-2.71, -0.13, -1.57], [0.46, 0.98, -3.32], [0.61, -0.45, 3.66], [-0.30, -0.25, -0.48], [0.43, 0.44, 0.04], [0.63, 0.40, 0.47], [-0.21, -0.58, 1.30]],
  "lowdin_spin": [0.00, 0.05, 0.08, 0.00, 0.83, 0.00, 0.00, 0.00, 0.03, 0.00, 0.00, 0.00, 0.00, 0.00, 0.00, 0.00, 0.00, 0.00, 0.00, 0.00, 0.00, 0.00, 0.00, 0.00, 0.00, 0.00, 0.00, 0.00],
  "multiplicity": 2,
  "total_charge": 1,
  "homo_ev": [-13.091, -13.081],
  "s2": 0.754,
  "orbital_gap_ev": [10.00, 8.04]
}

No. 4
{
  "formula": "C3H2N2OS",
  "method": "ωB97M-V with the def2-TZVPD basis set",
  "symbols": ["S", "C", "C", "C", "N", "N", "O", "H", "H"],
  "xyz": [[2.69310, 0.18715, -0.14844], [1.40241, -0.70600, 0.03073], [0.02291, -0.20650, -0.03453], [-0.51843, 1.05412, 0.00034], [-1.86617, 0.81717, -0.06873], [-2.18960, -0.38351, -0.15434], [-0.95981, -1.10723, -0.14262], [1.55144, -1.69823, 0.44991], [-0.13585, 2.04302, 0.06767]],
  "forces_ev_per_angstrom": [[0.95, 0.88, -0.47], [-0.84, -0.30, 1.11], [0.30, 0.13, -0.39], [-0.68, -2.04, -0.14], [-1.19, 0.94, -0.03], [1.41, 0.44, 0.05], [0.14, -0.04, 0.20], [-0.46, -0.28, -0.40], [0.37, 0.27, 0.07]],
  "mulliken_charge": [-0.21, -0.32, 0.62, -0.32, -0.22, -0.13, -0.15, 0.31, 0.42],
  "multiplicity": 1,
  "homo_ev": -9.593,
  "smiles": "S=Cc1cnno1",
  "orbital_gap_ev": 8.09
}